[1]
Density functional theory data (ωB97M-V/def2-TZVPD) for C3H5NaO4 as an isolated structure.

Values from the calculation:
Relative energy (zero: lowest compared OMol25 entry of this formula, charge and spin) in kcal/mol: 0.00
Lowest unoccupied orbital energy in eV: -0.7558
Charge: 0
DFT total energy in eV: -15799.389

Structure (XYZ):
```
13
Properties=species:S:1:pos:R:3:forces:R:3
H -4.2408 -0.5379 -0.6314 0.220 -0.012 -0.129
C -3.1650 -0.6622 -0.7938 0.139 -0.286 0.135
O -2.5937 0.6294 -0.6428 -0.239 0.127 -0.032
C -1.2644 0.7112 -0.3716 0.065 0.233 0.552
O -0.5800 -0.3385 -0.3649 0.360 -0.290 -0.067
O -0.8496 1.8591 -0.0827 0.210 -0.087 -0.157
H -2.9762 -1.0573 -1.8013 -0.052 0.044 0.243
H -2.7624 -1.3690 -0.0493 -0.113 0.285 -0.329
H 4.4288 -0.7975 0.2615 -0.124 0.054 0.265
C 4.3134 -0.0627 1.0824 -0.034 0.497 -0.230
O 3.2950 0.5758 1.2299 0.518 -0.444 -0.022
H 5.2008 0.1244 1.7172 -0.264 -0.134 -0.014
Na 1.1942 0.9252 0.4467 -0.685 0.013 -0.215
```
Forces are in eV/Å.

---

[2]
Density functional theory data (ωB97M-V/def2-TZVPD) for a 2-piece molecular cluster, C4H8N4O2 overall.

Values from the calculation:
Relative energy (zero: lowest compared OMol25 entry of this formula, charge and spin) in kcal/mol: 195.11
Lowest unoccupied orbital energy (spin up / spin down) in eV: -0.9393 / -0.9479
Charge: 0
DFT total energy in eV: -14324.641

Structure (XYZ):
```
18
Properties=species:S:1:pos:R:3:forces:R:3
C -0.2357 1.8279 -1.1201 -0.303 0.589 -1.410
C 0.2722 1.4819 -2.3438 0.070 0.585 1.668
C 0.5585 -1.7858 1.6690 -2.252 1.453 1.155
C -0.4535 -1.9290 2.8361 2.201 0.495 -2.847
N 0.8298 -0.1370 -0.9617 0.545 -1.223 0.320
N -0.1716 0.6396 0.9327 0.186 -2.019 1.204
N 0.1093 0.7298 -0.2859 0.098 0.841 -0.324
N 0.3163 2.1635 -3.4963 0.770 -0.600 -3.253
O 0.9641 0.3579 -2.2721 -0.508 0.034 -0.195
O -1.5933 -1.2503 2.5968 -2.296 -0.083 0.542
H -0.7473 2.7953 -0.9350 0.401 -1.389 0.638
H 1.5896 -1.7227 1.9092 0.800 0.306 -0.189
H 0.2205 -2.4440 0.9147 0.203 0.072 -1.562
H -0.6245 -2.9732 2.8112 -0.550 -1.455 0.205
H 0.0411 -1.7208 3.7172 0.777 0.877 2.296
H -0.4350 2.8202 -3.7465 0.740 -0.799 0.294
H 0.7797 1.6133 -4.3107 -1.382 1.552 1.988
H -1.4201 -0.4665 2.0854 0.499 0.764 -0.531
```
Forces are in eV/Å.

---

[3]
Density functional theory data (ωB97M-V/def2-TZVPD) for C19H43N4O17S3Zr as an isolated structure.

Values from the calculation:
Lowest unoccupied orbital energy in eV: -13.5642
Charge: +3
DFT total energy in eV: -94906.868

Structure (XYZ):
```
87
Properties=species:S:1:pos:R:3:forces:R:3
Zr 2.0305 -5.1204 -1.7640 0.228 0.170 0.047
C -0.3782 0.3489 -0.0589 1.318 -1.663 -2.931
O 0.2748 -0.8532 -0.3591 -1.764 2.180 1.037
H -0.0192 0.6570 0.9230 0.429 0.179 1.079
H -0.1387 1.1063 -0.8053 0.534 0.247 0.220
H -1.4632 0.3693 0.0441 -0.522 -0.968 0.591
C -0.2112 -6.4806 5.0747 -0.522 -0.173 0.281
C -0.9853 -5.8938 3.9069 1.395 -0.320 0.785
O -0.4736 -5.8199 2.7964 -0.316 0.143 -0.697
N -2.1769 -5.4133 4.2476 -1.458 0.462 -1.381
C -3.2028 -4.9104 3.3213 -0.956 0.827 0.430
H -0.8300 -6.4064 5.9689 0.295 0.084 0.193
H 0.7341 -5.9583 5.2218 -0.102 -0.060 -0.093
H -0.0317 -7.5468 4.9361 0.141 0.093 -0.280
H -2.5362 -5.5525 5.1812 0.350 -0.113 -0.144
H -2.9903 -4.2519 2.4790 1.394 -0.077 0.255
H -3.8070 -4.2632 3.9570 -0.364 -0.163 -0.075
H -3.8724 -5.6278 2.8469 0.223 -0.662 0.529
C -0.7666 -1.3522 -7.6827 -0.509 -0.279 -0.130
C -1.0251 -2.7653 -7.2005 1.008 1.787 1.236
O -0.2744 -3.2990 -6.3868 0.474 -0.323 0.576
N -2.1600 -3.3506 -7.5070 -2.739 -1.273 -0.954
C -3.0170 -3.3322 -8.7362 1.537 0.664 0.811
H -0.4342 -1.4627 -8.7149 0.204 0.722 -0.006
H -0.1095 -0.7837 -7.0245 0.630 -0.659 -0.317
H -1.6765 -0.7572 -7.6050 -0.333 -0.288 -0.576
H -2.4137 -4.1211 -6.9053 0.472 -0.150 0.022
H -3.0533 -4.3832 -9.0232 -0.484 0.308 -0.386
H -2.4877 -2.7326 -9.4767 -0.193 -0.214 -0.185
H -3.9799 -2.8598 -8.5420 -0.054 -0.331 0.043
C 5.1706 -2.2699 4.1131 -0.631 0.173 -0.057
C 5.9005 -3.4292 3.4649 -1.852 1.516 0.388
O 5.4199 -3.8882 2.4142 1.301 -0.443 0.755
N 6.9736 -3.7675 4.1727 -0.403 -0.026 -1.247
C 7.8500 -4.7927 3.7805 1.406 -1.915 0.893
H 5.2568 -2.2407 5.1993 0.329 0.062 -0.055
H 4.1041 -2.3553 3.9048 0.099 0.038 -0.183
H 5.5430 -1.3492 3.6641 -0.046 0.105 0.149
H 7.2732 -3.2388 4.9795 -0.517 0.140 -0.182
H 7.6085 -5.3689 2.8873 -0.177 0.815 -0.197
H 7.7841 -5.5323 4.5785 0.351 -0.354 0.089
H 8.8769 -4.4279 3.8029 0.038 -0.139 -0.465
C 6.4378 -0.2618 -3.8909 0.167 -0.865 0.173
C 6.2710 -1.5660 -4.6714 -1.942 1.189 2.681
O 5.5904 -2.4649 -4.1485 0.302 -0.673 -0.370
N 6.7943 -1.5896 -5.8417 1.888 -0.047 -2.738
C 6.8802 -2.6940 -6.7650 -0.894 -0.656 -0.294
H 7.4856 -0.2490 -3.5907 0.066 0.457 -0.053
H 5.8489 -0.3705 -2.9802 -0.054 0.307 -0.199
H 6.1568 0.6111 -4.4801 0.131 -0.019 0.131
H 7.1794 -0.7650 -6.2796 -0.015 0.313 0.836
H 6.9461 -3.6590 -6.2625 0.123 0.198 0.093
H 7.7279 -2.5523 -7.4354 -0.072 -0.040 0.182
H 5.9561 -2.6797 -7.3429 0.092 -0.331 -0.328
C -8.1545 3.1942 3.9465 2.925 1.238 -0.128
C -7.5432 1.8052 3.7476 -0.296 0.671 -0.064
O -8.6649 0.9555 3.7297 -1.306 -1.131 0.350
S -10.0348 1.6451 4.2985 -1.651 0.480 1.030
O -10.1218 1.5637 5.7632 0.609 -0.098 -3.076
O -11.2082 1.3267 3.4921 2.994 0.465 1.424
O -9.4909 3.1472 3.9135 -3.705 -1.598 0.114
H -7.8795 3.8102 3.0903 0.375 0.406 0.275
H -7.8443 3.6442 4.8896 0.346 0.184 0.003
H -6.8138 1.5557 4.5183 -0.244 -0.235 0.124
H -7.0593 1.7737 2.7713 -0.061 -0.348 -0.029
C -2.1541 6.2637 -4.7017 -0.149 -0.194 0.624
C -1.5320 7.6343 -4.9037 -1.083 0.895 -0.892
O -1.7237 7.8303 -6.2940 0.205 0.944 -2.864
S -3.0741 7.1435 -6.9428 -0.120 0.891 1.511
O -2.8620 6.8647 -8.3395 0.109 -0.099 2.317
O -4.3185 7.8338 -6.5522 3.080 -1.731 -0.346
O -2.7204 5.8530 -5.9306 -1.785 0.078 -1.522
H -2.8993 6.3134 -3.9078 -0.107 -0.326 -0.017
H -1.4063 5.4941 -4.5111 -0.005 0.129 0.316
H -0.4939 7.7118 -4.5804 0.073 -0.081 -0.608
H -2.0620 8.5316 -4.5843 -0.216 -0.475 1.483
C 1.4711 6.1091 7.4077 0.936 1.038 -0.440
C 0.8722 4.9276 8.1057 0.301 -0.363 -0.066
O -0.4817 5.1765 8.0037 -3.171 0.017 -0.871
S -0.9477 5.8548 6.5537 -1.158 -0.317 2.140
O -2.1999 6.6283 6.8245 4.395 -1.904 -1.068
O -0.9809 4.7983 5.5391 0.454 2.143 1.360
O 0.4843 6.7199 6.5480 -2.150 -0.668 -0.898
H 2.3061 5.8440 6.7591 0.107 0.138 0.254
H 1.7295 6.8718 8.1423 0.203 0.069 -0.253
H 1.1003 4.9134 9.1715 0.137 -0.058 -0.131
H 1.1483 3.9783 7.6466 -0.045 -0.114 -0.036
```
Forces are in eV/Å.

---

[4]
Density functional theory data (ωB97M-V/def2-TZVPD) for C9H26CuN2O11S2 as an isolated structure.

Values from the calculation:
Lowest unoccupied orbital energy in eV: 5.2803
Charge: -3
DFT total energy in eV: -101559.543

Structure (XYZ):
```
51
Properties=species:S:1:pos:R:3:forces:R:3
N 0.2633 0.7761 4.3358 -1.359 0.409 1.284
H 1.0292 0.9146 3.6921 1.806 -0.823 -1.428
H 0.6129 0.8850 5.2771 0.207 0.289 0.316
H -0.1774 -0.1326 4.3447 0.247 -1.524 -0.923
H -0.4797 1.4046 4.0656 -0.116 0.353 0.286
Cu 1.4618 -1.3018 2.1848 0.312 -0.830 1.169
S 3.5965 0.5123 2.1038 4.570 -3.412 3.585
O 2.2374 0.5718 2.5757 -6.171 0.536 1.007
O 3.7708 -0.7120 1.3436 -0.587 -2.224 -1.461
O 3.8422 1.5875 1.2453 0.924 5.206 -3.353
O 4.4083 0.4616 3.3256 0.725 1.127 -0.751
S 2.3821 -2.4006 5.0618 4.950 0.610 1.228
O 2.9218 -3.6409 5.5869 0.595 -2.121 3.644
O 1.0397 -2.0990 5.4783 -2.893 1.963 2.285
O 3.4314 -1.3184 5.2487 -2.585 -0.684 0.496
O 2.2738 -2.8140 3.7084 -1.206 0.702 -7.667
C -3.1803 -2.3950 1.7535 0.580 1.014 0.126
C -2.2070 -1.1232 1.6768 1.835 -1.609 1.526
C -3.0039 0.1380 1.7981 -0.979 0.519 0.713
O -1.1295 -1.2351 2.5938 -1.437 0.659 -1.143
H -3.6541 -2.3979 2.7351 -0.192 0.341 0.172
H -2.7181 -3.3817 1.7236 0.567 0.263 -0.393
H -3.9524 -2.3346 0.9865 -0.268 -0.058 -0.196
H -1.8303 -0.9452 0.6696 0.236 -0.976 -0.697
H -2.3341 0.9964 1.7471 -0.002 0.070 -0.064
H -3.5830 0.1883 2.7201 0.062 0.048 0.476
H -3.7515 0.1861 1.0063 -0.089 0.210 -0.414
C -0.8560 2.3764 -5.8519 1.786 0.051 0.479
O -0.3220 1.1420 -5.4532 -1.871 -1.792 0.409
C -1.4067 0.1686 -5.1139 1.102 1.195 0.194
C -1.6042 0.1640 -3.5971 1.228 -0.074 -0.327
N -0.5610 -0.6785 -2.9412 -2.610 0.505 -1.329
C -0.3578 -0.3071 -1.5680 2.817 0.325 0.258
C 1.1930 -0.0498 -1.4801 -0.102 -2.087 1.298
O 1.7288 0.7961 -2.4468 -0.307 0.647 0.034
C 2.2308 2.0442 -1.9291 -1.376 -1.440 -0.052
H -1.0790 2.3769 -6.9188 -0.211 0.173 -0.185
H 0.0317 2.9625 -5.6142 -0.340 1.039 -0.564
H -1.6856 2.7697 -5.2643 -0.221 -0.274 0.158
H -1.0485 -0.7882 -5.4937 -0.310 -0.066 0.016
H -2.2830 0.5528 -5.6359 -0.268 -0.482 -0.106
H -2.6300 0.0051 -3.2647 -0.076 -1.095 -0.130
H -1.5234 1.2140 -3.3159 0.543 0.519 0.179
H 0.3049 -0.5769 -3.4511 -0.043 0.360 -0.107
H -0.6003 -1.1280 -0.8932 -0.061 0.246 0.144
H -0.8454 0.6174 -1.2585 -0.453 0.005 -0.117
H 1.7071 -0.9950 -1.6546 -0.330 -0.578 -0.200
H 1.5233 0.0983 -0.4520 -0.028 0.904 0.187
H 2.1985 2.5901 -2.8720 0.989 0.876 0.536
H 3.1061 1.8345 -1.3142 0.633 0.519 -0.502
H 1.5087 2.4203 -1.2044 -0.222 0.468 -0.095
```
Forces are in eV/Å.

---

[5]
Density functional theory data (ωB97M-V/def2-TZVPD) for C29H34BCrN6PS3 as an isolated structure.

Values from the calculation:
Relative energy (zero: lowest compared OMol25 entry of this formula, charge and spin) in kcal/mol: 2.75
Lowest unoccupied orbital energy (spin up / spin down) in eV: -3.1662 / -2.6828
Charge: +1
Spin multiplicity: 2
DFT total energy in eV: -110454.453

Structure (XYZ):
```
75
Properties=species:S:1:pos:R:3:forces:R:3
Cr -0.9374 0.3025 -0.0140 0.008 0.214 -0.106
C 1.7115 -1.0232 -4.9281 0.006 -0.007 0.021
C 2.1285 -1.7959 -3.8515 -0.019 0.036 -0.016
C 2.0877 -1.2743 -2.5685 0.023 -0.031 0.001
C 1.6314 0.0257 -2.3459 0.227 -0.116 0.006
C 1.2242 0.7977 -3.4307 -0.041 0.014 -0.030
C 1.2644 0.2726 -4.7163 0.015 -0.009 0.044
P 1.5325 0.6143 -0.6258 -0.426 0.106 -0.261
C 3.2447 0.7048 -0.0516 0.062 -0.119 0.141
C 4.2472 1.2466 -0.8549 0.031 0.027 0.003
C 5.5386 1.3664 -0.3653 -0.020 -0.016 0.007
C 5.8425 0.9380 0.9215 0.028 0.005 0.014
C 4.8558 0.3823 1.7216 -0.049 0.033 -0.096
C 3.5615 0.2666 1.2310 0.029 -0.090 0.076
C 0.8943 2.2722 -0.7810 -0.104 0.257 0.204
C 1.4958 3.5210 -0.7800 -0.002 0.031 -0.194
C 0.6765 4.6402 -0.8569 0.007 0.014 -0.007
C -0.7062 4.4995 -0.9344 -0.014 -0.063 -0.009
C -1.3032 3.2431 -0.8977 0.141 0.012 -0.089
C -0.4968 2.1070 -0.7963 0.156 -0.043 0.064
H 1.7415 -1.4298 -5.9303 0.002 0.000 -0.001
H 2.4830 -2.8055 -4.0110 0.000 -0.001 -0.002
H 2.4159 -1.8875 -1.7363 -0.017 0.019 0.020
H 0.8760 1.8115 -3.2784 0.003 0.000 0.011
H 0.9554 0.8851 -5.5533 -0.007 -0.005 -0.007
H 4.0213 1.5693 -1.8646 -0.023 -0.016 0.003
H 6.3129 1.7897 -0.9912 0.005 -0.001 0.001
H 6.8540 1.0271 1.2948 0.002 0.008 -0.004
H 5.0949 0.0295 2.7163 0.031 -0.010 0.005
H 2.7929 -0.1946 1.8432 0.077 -0.036 -0.126
H 2.5733 3.6247 -0.7313 -0.002 0.005 0.027
H 1.1150 5.6297 -0.8564 -0.004 0.000 -0.007
H -1.3285 5.3834 -0.9966 0.005 0.005 0.005
H -2.3815 3.1568 -0.9108 -0.015 0.005 0.035
C 0.3090 -2.6412 2.1848 -0.213 0.129 0.073
N -1.1163 -2.6023 1.8816 0.318 -0.233 0.062
C -2.1230 -2.9690 2.7420 -0.129 0.062 -0.037
C -3.2639 -2.9831 2.0099 0.137 -0.027 0.044
N -2.9471 -2.6644 0.7143 -0.291 -0.046 -0.284
B -4.0662 -2.7748 -0.4156 0.031 0.083 0.077
N -3.7947 -1.7925 -1.6044 -0.069 -0.163 0.031
C -3.8706 -2.2144 -2.9136 0.062 0.061 0.082
C -3.6046 -1.1579 -3.7132 0.024 0.000 0.036
N -3.3603 -0.0889 -2.8788 0.015 0.228 -0.152
C -3.0238 1.2618 -3.3131 -0.001 -0.151 0.017
C -3.4846 -0.4943 -1.6038 0.029 -0.033 0.161
S -3.2271 0.4983 -0.1919 0.068 -0.190 0.036
C -1.6394 -2.4272 0.6455 -0.023 -0.033 -0.208
S -0.6642 -1.9258 -0.7184 -0.133 0.105 0.403
H 0.4104 -2.7557 3.2621 0.050 -0.002 -0.012
H 0.7809 -1.7173 1.8585 0.039 0.022 -0.011
H 0.7792 -3.4823 1.6800 0.014 -0.007 -0.004
H -1.9411 -3.1817 3.7799 0.019 -0.024 0.002
H -4.2775 -3.1985 2.2955 0.000 -0.010 -0.001
H -5.1107 -2.5290 0.1395 0.113 0.037 -0.107
H -4.0285 -3.8867 -0.8864 0.008 0.089 0.109
H -4.1016 -3.2354 -3.1541 -0.008 -0.001 -0.009
H -3.5652 -1.0669 -4.7833 -0.001 0.012 -0.003
H -2.9689 1.2574 -4.3981 -0.009 0.030 -0.001
H -2.0622 1.5597 -2.9001 -0.017 -0.012 -0.018
H -3.7896 1.9630 -2.9881 -0.006 0.006 0.012
C 1.8854 0.0604 4.5755 0.035 -0.051 0.006
N 1.0973 0.5510 3.4621 -0.264 0.151 0.006
C -0.2416 0.5923 3.4363 0.101 0.203 -0.042
S -1.0485 1.4131 2.1505 -0.097 -0.378 0.040
N -0.9080 0.0664 4.4592 -0.018 0.012 -0.020
C -2.3646 0.0387 4.5973 0.157 -0.020 -0.015
H 2.9367 0.0917 4.3023 -0.005 0.043 -0.021
H 1.6359 -0.9785 4.7998 -0.017 0.000 0.000
H 1.7459 0.6704 5.4721 0.010 -0.014 0.009
H 1.5312 1.1504 2.7768 0.071 -0.062 0.015
H -0.3738 -0.1777 5.2796 -0.032 -0.068 -0.009
H -2.8114 0.0666 3.6089 -0.033 -0.007 0.004
H -2.7083 0.8923 5.1794 -0.032 0.017 -0.027
H -2.6446 -0.8841 5.1002 -0.023 0.016 0.020
```
Forces are in eV/Å.

---

These records have largest force on an atom values of 0.7; 3.6; 4.9; 7.8; 0.5 eV Å⁻¹, in the order they appear.